Record 1
Here is C24H38AuFNO4Si3 as an isolated structure from the Open Molecules 2025 dataset. Energies are from wB97M-V/def2-TZVPD.

For the total energy, the calculation gives -2397.0005 a.u. The net charge is +1. As for the multiplicity: 1.

CARTESIAN COORDINATES (ANGSTROEM)
1 Au -0.2982 -0.6151 -1.3079
2 C -1.6286 -3.4384 -1.6648
3 O -0.4593 -2.6076 -1.7655
4 Si 0.8160 -2.6145 -2.9713
5 C -0.0069 -2.5848 -4.6315
6 C 1.8945 -4.1139 -2.8313
7 C 1.4952 -0.9753 -2.3333
8 Si 2.6042 -1.1437 -0.7585
9 C 2.7061 0.4639 0.1999
10 C 4.2923 -1.6617 -1.3752
11 C 1.9368 -2.4372 0.4367
12 Si 1.8785 0.4186 -3.5879
13 C 2.4841 1.9664 -2.7432
14 C 3.2200 -0.2462 -4.7181
15 C 0.3602 0.8231 -4.6053
16 H -1.3019 -4.4738 -1.5880
17 H -2.2609 -3.2965 -2.5403
18 H -2.1653 -3.1557 -0.7629
19 H -0.3714 -3.5822 -4.8891
20 H 0.6971 -2.2868 -5.4106
21 H -0.8509 -1.8945 -4.6619
22 H 1.3567 -4.9924 -3.1963
23 H 2.2477 -4.3209 -1.8239
24 H 2.7661 -3.9857 -3.4792
25 H 3.4308 1.1598 -0.2192
26 H 3.0189 0.2281 1.2201
27 H 1.7482 0.9854 0.2631
28 H 4.6913 -0.9607 -2.1083
29 H 4.2880 -2.6585 -1.8175
30 H 4.9838 -1.6791 -0.5285
31 H 0.8631 -2.3618 0.6197
32 H 2.4310 -2.2817 1.3991
33 H 2.1471 -3.4609 0.1274
34 H 3.4819 1.8549 -2.3175
35 H 1.8020 2.3060 -1.9647
36 H 2.5355 2.7548 -3.4988
37 H 4.1667 -0.3945 -4.1978
38 H 3.4013 0.4724 -5.5213
39 H 2.9461 -1.1924 -5.1912
40 H -0.5595 0.8460 -4.0196
41 H 0.2279 0.1409 -5.4454
42 H 0.4936 1.8274 -5.0149
43 C -3.8887 3.9718 3.6778
44 C -2.4047 3.6773 3.8440
45 C -1.9818 3.4358 5.2848
46 C -2.6297 2.1735 5.8342
47 C -2.4070 1.0076 4.9097
48 C -2.4622 -0.2859 5.3761
49 C -2.2539 -1.3591 4.5129
50 F -2.3153 -2.5959 5.0215
51 C -1.9831 -1.1867 3.1865
52 C -1.9137 0.1200 2.6859
53 C -1.6083 0.3281 1.2758
54 O -1.4855 -0.6920 0.5364
55 C -1.4560 1.6642 0.8481
56 C -1.7113 2.6786 1.7502
57 N -2.0357 2.4963 3.0212
58 C -2.1264 1.2085 3.5422
59 C -1.1170 2.1414 -0.5273
60 O -1.3647 3.2774 -0.8519
61 O -0.5129 1.3460 -1.4031
62 H -4.1700 4.8225 4.2985
63 H -4.5015 3.1176 3.9675
64 H -4.1219 4.2155 2.6413
65 H -1.8206 4.5021 3.4357
66 H -2.2686 4.3034 5.8785
67 H -0.8938 3.3530 5.3335
68 H -3.7031 2.3286 5.9704
69 H -2.2281 1.9332 6.8185
70 H -2.6602 -0.4870 6.4214
71 H -1.8225 -2.0297 2.5317
72 H -1.6618 3.7030 1.4025

Atoms 1-6, force components in eV/Å:
-1.148 0.093 0.771
-0.071 0.141 0.043
1.069 -0.370 -0.161
0.067 0.217 -0.021
-0.121 -0.066 0.078
-0.124 -0.025 -0.006

Record 2
Here is a 5-piece molecular cluster, C24H38Br2O15 overall from the Open Molecules 2025 dataset. Energies are from wB97M-V/def2-TZVPD.

For the total energy, the calculation gives -7213.5157 a.u. As for the multiplicity: 1.

CARTESIAN COORDINATES (ANGSTROEM)
1 C -3.0162 -3.7266 0.8591
2 C -1.3951 -3.5330 0.6598
3 C -0.2727 -3.6383 1.8502
4 C 1.3077 -3.4073 1.4737
5 C 1.8518 -3.0217 -0.0524
6 C 0.7077 -2.8865 -1.2517
7 C 1.2647 -2.4713 -2.7443
8 O 0.2358 -2.4266 -3.7951
9 C -0.6515 -1.2543 -3.6550
10 O -1.6518 -1.1632 -4.5752
11 O -0.5600 -0.2453 -2.5880
12 C -0.0017 1.0291 -3.0667
13 Br 0.9788 0.9306 -4.8071
14 C 1.1182 1.4965 -1.9161
15 C 1.6700 3.0334 -2.1709
16 Br 0.3715 1.4082 -0.0386
17 C -0.8625 -3.1648 -0.8505
18 H -3.4056 -4.3637 -0.0653
19 H -3.3194 -4.1919 1.8993
20 H -3.5529 -2.6701 0.7708
21 H -0.6401 -3.8779 2.9438
22 H 2.0912 -3.5243 2.3393
23 H 2.9984 -2.8666 -0.2526
24 H 1.9445 -1.4922 -2.6962
25 H 2.0200 -3.3403 -3.0598
26 H -0.8714 1.8342 -3.0338
27 H 2.0175 0.7189 -1.9738
28 H 2.2316 3.1745 -3.1964
29 H 2.4977 3.2151 -1.3305
30 H 0.7568 3.7735 -2.0456
31 H -1.6495 -3.0836 -1.7439
32 C 4.1778 3.1494 -10.3959
33 O 3.3156 3.1884 -9.2604
34 C 2.2883 2.3032 -9.3090
35 O 2.0630 1.5149 -10.2139
36 O 1.5550 2.4471 -8.1764
37 C 0.4317 1.5726 -8.0894
38 H 4.9622 3.8973 -10.2504
39 H 4.6518 2.1668 -10.4873
40 H 3.6269 3.4014 -11.3078
41 H 0.7558 0.5268 -8.0886
42 H -0.2690 1.7615 -8.9090
43 H -0.0814 1.7743 -7.1451
44 C -3.7071 1.1546 -0.9182
45 O -3.5506 2.2109 0.0273
46 C -4.6272 2.4058 0.8298
47 O -5.6692 1.7699 0.7990
48 O -4.3437 3.4308 1.6726
49 C -5.3946 3.7503 2.5824
50 H -2.7873 1.0880 -1.5058
51 H -3.8590 0.1983 -0.4072
52 H -4.5367 1.3667 -1.6003
53 H -5.6142 2.8978 3.2334
54 H -6.2918 4.0662 2.0403
55 H -5.0594 4.5827 3.2072
56 C 1.7324 -3.5560 7.3212
57 O 3.0817 -4.0172 7.3490
58 C 3.4769 -4.6554 6.2186
59 O 2.7898 -4.8519 5.2284
60 O 4.7689 -5.0371 6.3807
61 C 5.3222 -5.7260 5.2611
62 H 1.5245 -3.0618 8.2742
63 H 1.5901 -2.8267 6.5171
64 H 1.0393 -4.3962 7.2108
65 H 5.3234 -5.0836 4.3746
66 H 4.7727 -6.6531 5.0683
67 H 6.3576 -5.9835 5.5006
68 C -2.1862 2.3708 3.3663
69 O -1.2721 3.1902 4.0924
70 C -1.5087 3.2426 5.4275
71 O -2.4064 2.6646 6.0200
72 O -0.5734 4.0494 5.9892
73 C -0.6995 4.1991 7.4020
74 H -1.9030 2.4022 2.3106
75 H -2.1284 1.3320 3.7074
76 H -3.2072 2.7544 3.4603
77 H -0.5824 3.2335 7.9045
78 H -1.6611 4.6558 7.6575
79 H 0.0985 4.8638 7.7440

Atoms 1-6, force components in eV/Å:
0.469 0.576 -0.670
3.827 0.778 -0.822
0.717 0.883 -4.272
-2.203 0.363 -2.577
-4.810 -0.779 1.171
-0.599 -0.760 4.157

| no. | Kohn-Sham gap (Eh) |
| --- | --- |
| 1 | 0.2676 |
| 2 | 0.3090 |